1.
Here is C43H36CuF3N7OSSe as an isolated structure at a distorted geometry from the OMol25 dataset. Energies are from ωB97M-V/def2-TZVPD.

The geometry in XYZ format:
```
93
Properties=species:S:1:pos:R:3:forces:R:3
Cu -0.2500 -0.5216 0.0574 0.245 -0.008 -1.124
C 4.1474 -2.6470 5.2483 0.002 0.010 0.016
C 3.0054 -2.3837 4.3063 0.005 -0.024 -0.052
C 1.7205 -2.8603 4.5573 -0.001 0.016 0.031
C 0.6842 -2.5907 3.6958 0.018 -0.018 -0.028
C 0.8365 -1.8478 2.5033 -0.019 -0.118 0.007
N -0.2421 -1.6077 1.6776 -0.053 0.181 0.255
C -1.5199 -1.5485 2.2335 0.018 -0.049 -0.013
C -1.8159 -1.0249 3.5016 -0.008 0.033 -0.024
C -3.1143 -0.8957 3.9546 0.001 -0.015 0.016
C -4.2044 -1.2657 3.1695 0.001 -0.006 -0.032
C -5.6195 -1.0590 3.6338 -0.011 0.014 0.014
C -3.9318 -1.7795 1.9114 0.023 0.012 0.029
C -2.6268 -1.9267 1.4607 -0.103 -0.026 0.005
N -2.4280 -2.4602 0.1583 0.080 -0.039 0.013
C -3.0273 -3.5295 -0.4008 0.006 -0.031 0.015
C -2.5589 -3.6392 -1.6888 0.003 0.012 -0.001
C -1.6615 -2.5725 -1.8336 0.014 0.003 0.029
N -1.5928 -1.8666 -0.7177 -0.228 -0.082 0.181
C 2.1612 -1.4814 2.2041 0.080 0.096 -0.009
C 3.1915 -1.7022 3.1210 -0.034 0.030 0.056
N 2.5612 -0.9152 0.9496 -0.104 -0.082 -0.020
C 3.8141 -0.9283 0.4437 -0.018 -0.062 0.009
C 3.7892 -0.3147 -0.7829 0.023 0.047 -0.009
C 2.4565 0.0475 -0.9690 0.054 -0.087 0.038
N 1.7209 -0.3274 0.0708 0.169 0.159 0.092
H 3.8166 -2.6217 6.2868 0.002 0.011 0.003
H 4.9379 -1.9059 5.1282 0.002 0.003 0.003
H 4.5878 -3.6306 5.0700 -0.002 -0.005 0.000
H 1.5267 -3.4466 5.4484 -0.005 0.011 0.009
H -0.2986 -2.9765 3.9256 0.005 -0.022 -0.006
H -0.9982 -0.6993 4.1311 -0.003 0.000 0.009
H -3.2884 -0.4785 4.9401 0.000 0.008 0.002
H -5.6763 -1.0296 4.7215 0.002 -0.008 0.004
H -6.2740 -1.8562 3.2812 -0.003 -0.002 -0.001
H -6.0184 -0.1138 3.2577 0.000 0.000 0.000
H -4.7443 -2.0669 1.2536 -0.005 0.031 -0.018
H -3.7165 -4.1310 0.1662 -0.018 0.002 -0.006
H -2.8201 -4.3838 -2.4188 0.002 -0.009 -0.001
H -1.0653 -2.2758 -2.6763 0.021 -0.047 -0.015
H 4.1754 -1.3080 2.9073 0.008 0.003 -0.001
H 4.6233 -1.4002 0.9674 0.012 -0.002 -0.007
H 4.6165 -0.1628 -1.4531 0.000 -0.013 -0.008
H 1.9557 0.5280 -1.7913 -0.003 0.064 0.010
O -0.3534 3.9627 0.1969 0.039 -0.028 -0.110
S 0.8147 3.3420 -0.4960 -0.156 0.041 0.294
C 1.5665 4.6083 -1.5055 0.030 -0.005 -0.047
C 2.3611 4.2181 -2.5720 -0.003 0.018 -0.025
C 2.9396 5.1929 -3.3730 0.006 -0.005 0.007
C 2.6988 6.5341 -3.1111 0.000 -0.012 -0.011
C 1.8738 6.9069 -2.0567 -0.011 0.030 0.010
C 1.2957 5.9419 -1.2472 0.062 -0.015 0.010
C 2.0947 3.2305 0.7719 0.031 0.081 0.036
C 1.6907 3.3920 2.0867 0.012 0.012 0.003
C 2.6080 3.1941 3.1116 -0.031 -0.014 0.012
C 3.9137 2.8340 2.8179 0.016 0.003 -0.025
C 4.3136 2.6960 1.4937 0.008 -0.024 0.019
C 3.4059 2.8933 0.4665 -0.011 0.005 -0.020
H 2.5026 3.1653 -2.7885 -0.022 -0.007 -0.007
H 3.5603 4.9043 -4.2110 0.001 0.002 -0.002
H 3.1417 7.2929 -3.7428 0.002 0.005 0.003
H 1.6770 7.9544 -1.8692 -0.003 0.001 -0.002
H 0.6336 6.1991 -0.4305 -0.003 -0.001 0.006
H 0.6692 3.6908 2.2846 -0.009 -0.019 0.000
H 2.2989 3.3220 4.1412 -0.001 -0.002 0.002
H 4.6246 2.6705 3.6174 0.004 0.009 0.004
H 5.3370 2.4319 1.2597 0.004 0.003 0.002
H 3.7242 2.7981 -0.5638 -0.013 -0.035 -0.007
F -4.5362 4.0625 3.1236 0.018 0.028 0.046
C -4.8244 3.4193 1.9853 0.043 -0.059 -0.007
F -5.8827 2.6233 2.2365 -0.040 -0.037 0.007
F -5.2266 4.3334 1.0927 -0.014 0.030 -0.043
C -3.6604 2.6132 1.4717 -0.010 0.048 -0.030
C -3.7357 2.0451 0.2087 0.025 0.020 -0.005
C -2.6750 1.2769 -0.2279 0.018 0.063 -0.003
N -1.5873 1.0694 0.5206 -0.102 -0.018 0.153
C -1.5178 1.6379 1.7199 -0.013 0.041 0.005
C -2.5331 2.4193 2.2431 0.025 0.004 -0.003
H -4.5965 2.1969 -0.4272 -0.008 0.000 0.005
H -2.6676 0.8138 -1.2078 -0.051 -0.030 0.026
H -0.6134 1.4519 2.2872 -0.010 -0.020 0.013
H -2.4377 2.8595 3.2245 0.000 -0.001 0.001
Se -0.4210 0.6742 -2.7008 -0.059 -0.114 0.310
C 0.4112 -0.4216 -4.0173 0.165 -0.123 -0.083
C 1.7689 -0.2960 -4.3276 -0.068 0.032 0.083
C 2.3440 -1.1140 -5.2844 0.041 -0.004 -0.025
N 1.6828 -2.0451 -5.9695 -0.024 0.013 0.023
C 0.3828 -2.1483 -5.7002 0.006 -0.025 -0.054
C -0.2841 -1.3773 -4.7628 -0.088 0.113 0.024
H 2.3752 0.4496 -3.8299 0.026 0.003 -0.055
H 3.3998 -1.0121 -5.5163 0.000 -0.002 0.003
H -0.1640 -2.8918 -6.2716 -0.003 0.001 -0.003
H -1.3512 -1.5011 -4.6281 -0.005 0.004 -0.015
```
Positions in Å, forces in eV/Å.

As for the spin multiplicity: 2. The calculation puts the HOMO-LUMO gap (alpha / beta) at 7.3 / 6.1 eV. As for the expectation value of S²: 0.757. For the HOMO energy (alpha / beta), the calculation gives -7.1428 / -7.0443 eV. The energy above the lowest of the compared OMol25 structures with the same formula, charge and spin is 0.0 kcal/mol.



2.
Here is C43H36InNO2P2S2 as an isolated structure at a distorted geometry from the OMol25 dataset. Energies are from ωB97M-V/def2-TZVPD.

The geometry in XYZ format:
```
87
Properties=species:S:1:pos:R:3:forces:R:3
C 0.6555 -1.7965 -3.2342 -0.221 0.229 0.136
C -0.3847 -2.2186 -2.3830 -0.001 0.508 -0.202
C -1.7201 -2.1661 -2.8371 0.280 0.208 0.257
C -2.0049 -1.6154 -4.0839 0.087 -0.147 -0.085
C -0.9666 -1.1908 -4.9199 0.069 0.055 0.139
C 0.3619 -1.2885 -4.4994 -0.062 -0.109 -0.113
P -0.0652 -2.4608 -0.6086 0.038 -1.426 -0.200
C -1.2464 -3.7379 -0.0921 -0.493 0.126 0.562
C -2.2753 -3.3980 0.8076 0.262 -0.113 -0.409
C -3.2509 -4.3407 1.1232 0.004 -0.219 -0.032
C -3.1990 -5.6226 0.5598 0.112 0.289 0.030
C -2.1536 -5.9743 -0.3008 0.105 0.234 0.054
C -1.1670 -5.0381 -0.6178 -0.142 0.156 0.031
In -0.0992 0.0710 0.3720 -2.129 0.071 3.697
P 0.1111 2.5921 -0.5394 0.069 1.124 0.727
C -1.1814 2.6056 -1.8195 -0.328 -0.324 -0.324
C -0.9372 2.7907 -3.1952 0.054 -0.064 0.304
C -1.9296 2.4923 -4.1301 -0.186 0.032 0.034
C -3.1732 2.0160 -3.7111 0.201 0.035 0.083
C -3.4343 1.8584 -2.3469 -0.105 0.191 0.028
C -2.4585 2.1646 -1.4054 0.301 -0.166 -0.080
C -0.1441 3.9043 0.6998 -0.298 0.351 0.340
C 0.6238 3.8664 1.8823 -0.196 -0.194 -0.318
C 0.4082 4.7991 2.8940 -0.030 0.065 -0.141
C -0.5668 5.7916 2.7407 -0.022 -0.300 -0.267
C -1.3360 5.8304 1.5724 0.149 0.011 0.055
C -1.1232 4.9031 0.5487 0.180 -0.278 0.044
C 1.7124 2.8464 -1.3531 0.415 -0.178 0.049
C 2.7004 1.8505 -1.2183 -0.443 0.311 -0.418
C 3.8738 1.9215 -1.9629 0.127 0.055 0.174
C 4.1078 3.0231 -2.7906 -0.274 -0.078 0.082
C 3.1515 4.0424 -2.8921 0.048 -0.062 0.230
C 1.9675 3.9774 -2.1514 0.084 -0.348 -0.136
C 1.5961 -3.1906 -0.4632 0.467 0.253 0.222
C 2.1584 -4.0098 -1.4570 0.108 0.043 0.095
C 3.4596 -4.4973 -1.3026 -0.146 0.043 0.135
C 4.2043 -4.1736 -0.1628 -0.250 0.155 0.006
C 3.6433 -3.3671 0.8343 0.018 -0.182 -0.012
C 2.3401 -2.8967 0.6986 -0.166 0.112 -0.490
H 1.3839 3.0936 2.0078 -0.139 0.203 0.080
H 1.0030 4.7483 3.8064 -0.127 0.024 -0.278
H -0.7289 6.5246 3.5335 0.018 -0.246 -0.278
H -2.1085 6.5916 1.4602 0.242 -0.195 -0.028
H -1.7110 4.9455 -0.3690 0.046 0.032 0.268
H 0.0235 3.1744 -3.5365 -0.212 -0.241 0.075
H -1.7347 2.6335 -5.1967 -0.028 -0.018 0.409
H -3.9418 1.7705 -4.4460 0.231 0.091 0.228
H -4.4121 1.5151 -2.0106 0.229 0.072 -0.109
H -2.6655 2.0371 -0.3370 -0.001 0.061 -0.343
H 2.5230 1.0028 -0.5497 0.248 0.191 -0.161
H 4.6029 1.1120 -1.8895 -0.136 0.357 0.015
H 5.0447 3.0856 -3.3462 -0.347 -0.007 0.084
H 3.3324 4.8907 -3.5549 -0.032 -0.208 0.310
H 1.2410 4.7921 -2.2065 0.190 -0.269 -0.026
H 1.5913 -4.2621 -2.3554 0.192 0.100 0.242
H 3.8926 -5.1298 -2.0804 -0.149 0.198 0.272
H 5.2225 -4.5486 -0.0491 -0.308 0.122 -0.058
H 4.2164 -3.1071 1.7257 -0.175 -0.115 -0.259
H 1.8949 -2.2874 1.4889 0.213 -0.141 -0.118
H -2.3027 -2.3912 1.2359 -0.103 -0.490 -0.134
H -4.0558 -4.0742 1.8101 0.227 -0.120 -0.210
H -3.9758 -6.3499 0.7973 0.234 0.197 -0.054
H -2.1046 -6.9768 -0.7301 -0.012 0.325 0.171
H -0.3408 -5.3116 -1.2752 -0.264 0.029 0.123
H -2.5221 -2.5427 -2.1961 0.201 0.216 -0.196
H -3.0430 -1.5189 -4.4064 0.324 -0.138 0.041
H -1.1916 -0.7776 -5.9047 0.044 -0.125 0.307
H 1.1737 -0.9627 -5.1574 -0.328 -0.162 0.252
H 1.6936 -1.8503 -2.9000 -0.277 0.049 -0.108
H 0.9180 -0.2187 -1.0709 -1.149 1.896 -3.135
H 0.2809 0.4273 -1.3670 2.972 -2.243 -0.970
O 2.1877 1.4558 3.6221 -0.646 -0.894 0.037
S 1.4957 0.1893 3.6571 0.946 0.293 -0.085
O 2.2598 -1.0197 3.4799 -0.545 0.590 0.069
N 0.2503 0.2082 2.5263 -0.331 -0.057 -0.205
C -0.9908 0.1545 3.0548 1.500 -0.028 -1.644
S -2.2238 0.0954 1.8849 -0.263 0.234 0.146
C -0.9718 0.0779 4.4906 -0.047 -0.155 1.552
C -2.0298 -0.0719 5.3997 0.128 0.109 -0.659
C -1.7610 -0.2398 6.7543 0.288 0.081 0.056
C -0.4408 -0.2575 7.2241 -0.119 0.071 -0.408
C 0.6257 -0.1076 6.3268 0.117 0.056 -0.296
C 0.3447 0.0677 4.9760 -0.425 -0.245 1.009
H -3.0414 -0.0544 5.0053 0.020 -0.055 0.231
H -2.5775 -0.3578 7.4613 0.109 0.021 -0.174
H -0.2446 -0.3911 8.2891 -0.027 0.023 -0.358
H 1.6597 -0.1479 6.6624 -0.220 0.045 0.026
```
Positions in Å, forces in eV/Å.

The calculation puts the HOMO-LUMO gap at 7.3 eV. For the HOMO energy, the calculation gives -13.8572 eV. As for the total charge: +2.